Molecular formula: C12H19BF4IrN7Se
Method: DFT, wB97M-V/def2-TZVPD

As for the total charge: +2. As for the HOMO energy: -14.5997 eV. For the largest force on an atom, the calculation gives 0.84 eV/A. The calculation puts the energy above the lowest of the compared OMol25 structures with the same formula, charge and spin at 130.4 kJ/mol. The LUMO energy is -6.59 eV. The value obtained for the orbital gap is 8.01 eV.

The geometry in XYZ format:
```
45
C12H19BF4IrN7Se (wB97M-V/def2-TZVPD)
Ir 2.069 -1.672 -0.373
C 3.103 2.397 1.642
N 1.852 1.772 2.084
C 1.026 2.553 3.008
C 1.434 0.670 1.458
N 2.055 0.165 0.422
N 0.272 0.068 1.925
C -0.228 -1.152 1.525
N -1.224 -1.645 2.269
N 0.213 -1.738 0.451
H 3.401 3.126 2.388
H 2.982 2.913 0.686
H 3.896 1.653 1.572
H 1.691 3.088 3.680
H 0.400 1.930 3.643
H 0.403 3.273 2.476
H 2.840 0.715 0.104
H -0.116 0.451 2.771
H -1.569 -1.174 3.088
H -1.596 -2.562 2.084
H -0.242 -2.624 0.265
C -0.305 1.800 -1.813
N -0.926 0.513 -2.089
C -0.308 -0.614 -2.453
Se 1.561 -0.964 -2.570
N -1.238 -1.531 -2.745
C -2.507 -0.999 -2.561
C -3.781 -1.534 -2.722
C -4.834 -0.692 -2.431
C -4.632 0.631 -2.002
C -3.368 1.163 -1.850
C -2.306 0.311 -2.137
H 0.771 1.663 -1.768
H -0.680 2.182 -0.864
H -0.553 2.500 -2.610
H -1.006 -2.448 -3.100
H -3.941 -2.544 -3.072
H -5.846 -1.054 -2.548
H -5.494 1.251 -1.799
H -3.219 2.191 -1.551
F 4.751 -3.942 1.862
B 4.150 -2.824 1.617
F 4.769 -1.685 1.412
F 2.792 -2.778 1.623
F 3.486 -2.803 -0.996
```

Löwdin population analysis, charges in e, atoms 1 to 8: 1.1134, 0.0023, -0.1168, 0.0057, -0.3696, -0.0348, 0.1878, -0.4412